9
Properties=species:S:1:pos:R:3:forces:R:3:mulliken_charge:R:1 method="wB97M-V/def2-TZVPD" lumo_energy_ev="-0.70 / -0.70" total_energy_ha=-569.083872 orbital_gap_ha="0.2927 / 0.2925" e_above_lowest_kcal_mol=128.2 homo_ev="-8.7 / -8.7"
C 0.136 -1.386 -0.681 0.2 -1.1 0.6 -0.660
N 0.161 1.255 -0.505 -0.5 1.2 -2.1 -0.528
O 2.284 0.054 -0.029 1.3 -0.3 0.1 -0.498
S 0.879 -0.123 0.121 -3.1 0.2 1.0 0.485
H 0.508 -2.462 -0.590 -0.1 1.9 0.2 0.246
H -0.964 -1.361 -0.872 1.1 0.5 0.4 0.252
H -0.712 1.227 -1.130 1.5 -0.8 1.6 0.294
H 0.904 1.594 -1.167 -0.7 -0.2 0.9 0.299
H 0.614 0.550 1.973 0.3 -1.3 -2.7 0.112



10
Properties=species:S:1:pos:R:3:forces:R:3:mulliken_charge:R:1 method="wB97M-V/def2-TZVPD" smiles="ONC=S.S" lumo_energy_ev=0.74 total_energy_ha=-967.396506 orbital_gap_ha=0.3514 e_above_lowest_kcal_mol=50.8 homo_ev=-8.8
C -1.289 0.731 0.135 0.0 -0.2 0.0 0.036
H 3.938 1.124 -0.759 0.0 0.0 0.1 0.134
H 4.498 0.180 0.848 0.0 0.0 -0.1 0.136
H -2.616 -1.109 -0.175 0.0 0.0 0.0 0.302
H -3.196 1.545 0.006 0.2 -0.1 0.0 0.237
H -0.884 1.734 0.270 0.0 -0.1 0.0 0.296
N -2.601 0.730 -0.004 0.0 0.3 0.0 -0.085
O -3.320 -0.419 -0.185 0.1 -0.2 0.0 -0.330
S 3.538 0.042 -0.076 0.0 0.0 0.0 -0.279
S -0.365 -0.643 0.108 -0.3 0.2 0.0 -0.448



9
Properties=species:S:1:pos:R:3:forces:R:3:mulliken_charge:R:1 method="wB97M-V/def2-TZVPD" lumo_energy_ev="-0.44 / -0.37" total_energy_ha=-778.396667 orbital_gap_ha="0.2668 / 0.2701" e_above_lowest_kcal_mol=73.5 homo_ev="-7.7 / -7.7"
C 0.531 0.045 0.097 -4.3 4.4 3.1 0.242
N 0.764 1.052 0.821 1.0 -1.9 -1.8 -0.505
P 1.566 -1.252 -0.339 0.2 -2.7 -0.4 -0.125
P -2.080 -0.622 0.124 2.5 -1.9 1.6 -0.027
H 0.219 1.839 1.168 -0.5 -0.9 -0.4 0.280
H 2.591 -0.405 -0.455 1.9 1.0 0.0 0.050
H 1.405 -1.288 -1.737 -0.5 0.0 0.0 0.067
H -2.497 0.354 1.036 0.4 0.1 0.9 0.008
H -2.499 0.277 -0.715 -0.8 2.0 -2.9 0.009



9
Properties=species:S:1:pos:R:3:forces:R:3:mulliken_charge:R:1 method="wB97M-V/def2-TZVPD" lumo_energy_ev="-0.91 / -0.92" total_energy_ha=-778.475617 orbital_gap_ha="0.2371 / 0.2363" e_above_lowest_kcal_mol=24.0 homo_ev="-7.4 / -7.4"
C -1.504 -0.153 -0.296 -0.2 -0.7 0.5 -0.835
N 1.728 0.666 0.259 0.6 0.6 -0.2 0.126
P 2.734 -0.602 0.371 0.6 0.3 -0.2 -0.108
P 1.260 2.088 0.005 -0.3 -0.1 0.1 0.002
H -2.454 0.149 -0.787 0.5 -0.9 0.0 0.285
H -1.232 -1.280 -0.247 -1.0 1.9 -0.1 0.201
H -0.697 0.326 -0.844 0.0 0.1 0.1 0.083
H 1.781 -1.483 0.819 -0.8 -0.7 0.4 0.004
H -1.615 0.291 0.721 0.5 -0.5 -0.6 0.241



8
Properties=species:S:1:pos:R:3:forces:R:3:mulliken_charge:R:1 method="wB97M-V/def2-TZVPD" smiles="C=N.S" lumo_energy_ev=0.91 total_energy_ha=-493.981548 orbital_gap_ha=0.3927 e_above_lowest_kcal_mol=17.8 homo_ev=-9.8
S 1.892 1.041 1.627 0.1 0.0 0.0 -0.297
H 2.937 0.231 1.832 0.0 -0.1 0.0 0.143
C -1.735 -0.389 -1.215 0.2 -0.1 -1.0 -0.248
N -0.696 -1.067 -1.494 0.6 1.1 1.7 -0.470
H -2.577 -0.768 -0.636 0.2 0.3 0.8 0.237
H -1.814 0.591 -1.682 -0.6 -0.2 -0.4 0.244
H 2.520 2.041 2.255 -0.1 0.1 0.0 0.150
H -0.527 -1.679 -0.687 -0.5 -1.2 -0.9 0.241



9
Properties=species:S:1:pos:R:3:forces:R:3:mulliken_charge:R:1 method="wB97M-V/def2-TZVPD" lumo_energy_ev="0.68 / -1.82" total_energy_ha=-892.108978 orbital_gap_ha="0.3040 / 0.2438" e_above_lowest_kcal_mol=0.0 spin_multiplicity=3 s2=2.006 homo_ev="-7.6 / -8.4"
C -0.228 -1.558 -1.233 1.4 -1.7 0.5 -0.737
N 0.289 1.944 1.686 3.6 -3.8 -0.3 -0.361
S 0.298 -0.072 -2.066 -0.1 -0.3 -0.4 -0.076
S -0.428 0.921 0.621 -0.1 0.5 0.7 -0.105
H -1.315 -1.622 -1.230 -0.2 0.4 0.3 0.305
H 0.182 -1.495 -0.108 -1.0 -0.5 -2.6 0.263
H 0.059 -2.516 -1.852 -0.1 1.8 1.5 0.261
H -0.066 2.730 2.058 -1.9 3.2 1.1 0.211
H 1.210 1.667 2.125 -1.7 0.4 -0.9 0.240



8
Properties=species:S:1:pos:R:3:forces:R:3:mulliken_charge:R:1 method="wB97M-V/def2-TZVPD" total_charge=-1 lumo_energy_ev=4.91 total_energy_ha=-191.552547 orbital_gap_ha=0.2903 e_above_lowest_kcal_mol=12.3 homo_ev=-3.0
C 0.780 -0.253 0.682 2.0 2.8 1.7 -0.525
O 0.758 0.090 -0.595 -1.2 -0.6 -2.8 -0.774
H 0.062 0.447 1.237 0.3 -1.3 0.4 0.155
H 0.796 -1.299 1.003 -0.8 -0.5 -0.1 0.190
H 1.828 0.100 1.041 -0.9 -0.4 0.5 0.137
H -1.966 0.930 -0.961 0.8 -2.8 -1.1 0.228
H -0.556 -0.008 -1.084 -0.8 0.1 0.2 0.416
O -1.701 -0.007 -1.323 0.6 2.7 1.2 -0.827



9
Properties=species:S:1:pos:R:3:forces:R:3:mulliken_charge:R:1 method="wB97M-V/def2-TZVPD" lumo_energy_ev="-0.54 / -0.30" total_energy_ha=-532.808623 orbital_gap_ha="0.2856 / 0.2815" e_above_lowest_kcal_mol=75.5 homo_ev="-8.3 / -8.0"
C 0.789 0.619 1.096 -0.8 -2.1 1.2 -0.664
O 0.381 0.234 -1.507 0.0 0.1 0.0 -0.434
O 0.158 -1.715 -0.014 -0.6 -1.6 0.3 -0.450
P -0.123 -0.170 -0.035 -1.1 1.0 -0.5 0.301
H 0.680 0.469 2.172 0.0 -0.1 -0.4 0.271
H 1.146 1.520 0.768 0.8 2.3 -0.6 0.296
H -0.028 1.057 -1.786 -0.2 0.1 -0.2 0.347
H -0.537 -2.386 -0.171 0.3 0.9 0.0 0.340
H -2.467 0.372 -0.523 1.5 -0.6 0.3 -0.007



9
Properties=species:S:1:pos:R:3:forces:R:3:mulliken_charge:R:1 method="wB97M-V/def2-TZVPD" lumo_energy_ev=0.62 total_energy_ha=-532.792637 orbital_gap_ha=0.3424 e_above_lowest_kcal_mol=85.5 homo_ev=-8.7
C 0.335 -0.098 -0.054 -0.6 2.3 -4.2 0.023
O 0.968 1.069 0.373 -2.6 -1.4 0.8 -0.404
O 1.064 -1.202 0.223 -0.4 -0.5 0.1 -0.420
P -1.552 -0.250 0.164 0.4 0.1 -2.6 -0.068
H 0.289 0.168 -1.817 0.1 -0.7 3.0 0.123
H 1.822 1.065 0.001 1.8 0.0 -0.7 0.307
H 0.546 -1.997 -0.019 0.4 0.5 0.1 0.319
H -2.093 1.068 -0.247 1.0 -1.1 0.0 0.086
H -1.379 0.177 1.375 -0.2 0.9 3.5 0.035



10
Properties=species:S:1:pos:R:3:forces:R:3:mulliken_charge:R:1 method="wB97M-V/def2-TZVPD" lumo_energy_ev="-0.66 / -1.13" total_energy_ha=-931.082735 orbital_gap_ha="0.2708 / 0.2396" e_above_lowest_kcal_mol=51.6 homo_ev="-8.0 / -7.7"
C -0.900 1.721 1.034 2.3 0.2 1.9 -0.687
O 1.792 -1.070 -0.240 1.9 0.3 0.8 -0.355
O 0.238 -2.237 -1.554 0.2 -0.4 0.9 -0.493
P 0.345 -1.637 -0.030 -1.1 1.3 -1.8 0.445
S -1.084 1.047 -0.543 0.2 -2.2 -1.5 -0.333
H -0.312 2.652 1.022 -0.2 -0.2 -0.2 0.259
H -0.249 1.016 1.618 -0.6 0.6 -0.2 0.172
H -1.767 1.915 1.621 -1.0 -0.1 0.2 0.294
H 2.461 -1.411 -0.867 -0.9 0.2 0.2 0.352
H -0.524 -1.995 -2.063 -0.9 0.2 -0.4 0.345



11
Properties=species:S:1:pos:R:3:forces:R:3:mulliken_charge:R:1 method="wB97M-V/def2-TZVPD" smiles=O[C@@H](S)P(O)S lumo_energy_ev=0.40 total_energy_ha=-1329.293986 orbital_gap_ha=0.3452 e_above_lowest_kcal_mol=48.4 homo_ev=-9.0
C -0.618 0.417 -0.131 1.5 2.2 -1.4 -0.043
O 0.635 -1.671 0.116 1.9 -2.2 0.0 -0.447
O -1.630 -0.441 0.067 -2.6 -0.5 -0.7 -0.477
P 0.991 -0.194 0.671 -0.7 0.8 -0.5 0.202
S -1.003 2.216 0.329 -0.2 -0.4 -1.2 -0.221
S 2.359 0.492 -0.857 -0.3 1.9 1.4 -0.311
H -0.469 0.530 -1.250 0.4 0.0 1.2 0.328
H 1.405 -2.302 0.230 -1.4 0.9 -0.1 0.326
H -2.286 -0.218 -0.655 0.7 -0.7 1.5 0.353
H -0.453 2.401 1.502 0.4 -0.3 0.9 0.109
H 2.384 1.756 -0.152 0.2 -1.8 -1.1 0.182



9
Properties=species:S:1:pos:R:3:forces:R:3:mulliken_charge:R:1 method="wB97M-V/def2-TZVPD" lumo_energy_ev="-0.30 / -0.25" total_energy_ha=-405.796228 orbital_gap_ha="0.2255 / 0.3522" e_above_lowest_kcal_mol=0.0 spin_multiplicity=2 s2=0.753 homo_ev="-6.4 / -9.8"
O 1.251 -1.377 1.243 -1.1 2.8 -2.9 -0.747
Sn -1.339 -1.662 0.902 1.2 0.8 -0.6 0.550
H 2.010 -1.876 0.928 0.0 -0.3 0.0 0.311
C -0.592 1.137 -0.683 -0.4 0.5 -0.1 -0.508
H 0.188 1.769 -0.222 -0.2 -0.2 -0.1 0.228
H -0.583 1.309 -1.772 0.0 0.0 0.3 0.212
H -1.567 1.492 -0.304 0.2 -0.1 -0.1 0.230
O -0.382 -0.221 -0.420 0.5 -0.9 0.8 -0.738
H 1.015 -0.570 0.328 -0.3 -2.7 2.7 0.462



10
Properties=species:S:1:pos:R:3:forces:R:3:mulliken_charge:R:1 method="wB97M-V/def2-TZVPD" lumo_energy_ev="0.45 / -4.86" total_energy_ha=-341.938980 orbital_gap_ha="0.4237 / 0.2261" e_above_lowest_kcal_mol=22.1 spin_multiplicity=2 s2=0.763 homo_ev="-11.1 / -11.0"
O -0.966 -0.029 1.097 1.3 -0.1 -0.9 -0.346
C -0.050 -0.711 0.584 -1.4 0.2 0.3 0.326
O 0.510 -0.294 -0.463 -1.1 1.3 0.3 -0.425
H 0.140 -1.698 0.930 0.5 -1.0 0.6 0.296
H 2.299 -2.264 -0.777 -0.9 -1.9 0.3 0.287
H 1.799 -0.753 -1.049 2.6 -2.3 0.1 0.442
O 2.633 -1.420 -0.966 -1.0 3.7 -0.6 -0.602
H -1.418 2.213 -0.627 -3.0 0.7 1.4 0.312
H -1.779 1.947 0.791 -1.7 0.9 -1.4 0.346
O -2.269 2.345 -0.014 4.7 -1.5 0.0 -0.638



9
Properties=species:S:1:pos:R:3:forces:R:3:mulliken_charge:R:1 method="wB97M-V/def2-TZVPD" smiles="C[P@@H](O)=S" lumo_energy_ev=0.82 total_energy_ha=-855.898097 orbital_gap_ha=0.3549 e_above_lowest_kcal_mol=1.5 homo_ev=-8.8
C -0.889 -0.748 0.236 1.1 -2.7 -2.8 -0.987
O 0.112 1.580 0.235 0.1 0.3 0.2 -0.484
P 0.526 0.155 -0.372 1.7 0.1 -0.9 0.437
S 2.404 -0.405 -0.049 -1.5 0.2 0.3 -0.418
H -1.734 -0.243 0.476 -2.6 2.5 -0.4 0.410
H -1.155 -1.594 -0.462 0.3 0.8 0.8 0.279
H -0.742 -1.122 1.192 1.4 -1.3 1.8 0.368
H 0.931 1.972 0.540 0.3 0.6 0.2 0.316
H 0.547 0.405 -1.797 -0.9 -0.4 0.9 0.079



8
Properties=species:S:1:pos:R:3:forces:R:3:mulliken_charge:R:1 method="wB97M-V/def2-TZVPD" total_charge=-1 lumo_energy_ev=4.36 total_energy_ha=-514.525218 orbital_gap_ha=0.2665 e_above_lowest_kcal_mol=19.9 homo_ev=-2.9
S 0.378 2.178 0.954 1.2 0.3 0.5 -0.850
H 1.721 2.329 1.342 -1.3 -0.3 -0.5 -0.030
C -0.166 -1.089 -0.283 -2.3 -0.6 -1.8 -0.443
O -1.009 -0.123 -1.067 1.5 0.8 3.2 -0.450
H 0.270 -1.550 -1.184 0.7 -0.8 1.1 0.139
H 0.543 -0.588 0.418 -0.6 -0.3 -0.7 0.291
H -0.950 -1.765 0.229 1.7 0.7 -0.4 0.130
H -0.786 0.608 -0.410 -0.8 0.3 -1.5 0.215



8
Properties=species:S:1:pos:R:3:forces:R:3:mulliken_charge:R:1 method="wB97M-V/def2-TZVPD" total_charge=-1 lumo_energy_ev=4.28 total_energy_ha=-514.546162 orbital_gap_ha=0.2585 e_above_lowest_kcal_mol=6.7 homo_ev=-2.8
S 0.056 1.655 0.558 0.1 -0.2 -0.1 -0.861
H -1.236 1.907 0.330 -0.2 0.1 0.0 -0.062
C 0.633 -1.759 -0.351 -0.4 0.0 -1.1 -0.483
O -0.708 -1.536 -0.781 0.1 -0.2 -0.2 -0.492
H 0.611 -2.129 0.671 0.5 0.2 0.2 0.187
H 1.102 -2.488 -1.026 -0.2 -0.3 0.2 0.209
H 1.191 -0.841 -0.523 0.2 0.1 0.8 0.232
H -0.831 -0.580 -0.700 0.0 0.3 0.3 0.269



8
Properties=species:S:1:pos:R:3:forces:R:3:mulliken_charge:R:1 method="wB97M-V/def2-TZVPD" total_charge=-1 lumo_energy_ev=4.36 total_energy_ha=-514.552430 orbital_gap_ha=0.2658 e_above_lowest_kcal_mol=2.8 homo_ev=-2.9
S 1.859 -0.287 -1.556 0.0 -0.1 -0.1 -0.883
H 1.682 0.933 -2.088 0.0 0.0 0.0 -0.016
C -0.605 -0.060 0.981 -0.2 0.3 -0.7 -0.417
O -1.113 -0.159 -0.335 -0.2 -0.1 -0.2 -0.466
H -0.968 -0.900 1.563 0.0 -0.2 0.4 0.179
H -0.971 0.879 1.414 0.0 -0.1 0.2 0.172
H 0.482 -0.041 0.969 0.1 0.0 0.1 0.203
H -0.367 -0.365 -0.947 0.2 0.2 0.3 0.228



8
Properties=species:S:1:pos:R:3:forces:R:3:mulliken_charge:R:1 method="wB97M-V/def2-TZVPD" lumo_energy_ev="0.86 / -2.21" total_energy_ha=-514.467332 orbital_gap_ha="0.3881 / 0.2609" e_above_lowest_kcal_mol=2.7 spin_multiplicity=2 s2=0.753 homo_ev="-9.7 / -9.3"
O -1.354 0.172 2.512 0.8 0.5 -0.6 -0.622
H -0.665 -0.227 1.950 -0.4 -0.2 0.2 0.309
C 0.751 -1.001 -1.558 0.1 -0.9 -0.3 -0.716
S 0.375 0.451 -0.619 0.1 0.0 0.1 -0.124
H 1.236 -0.807 -2.511 -0.1 0.2 0.0 0.287
H 1.330 -1.766 -1.036 0.2 0.4 0.4 0.281
H -0.179 -1.548 -1.749 -0.2 0.3 -0.1 0.271
H -1.136 1.108 2.363 -0.4 -0.3 0.3 0.314



9
Properties=species:S:1:pos:R:3:forces:R:3:mulliken_charge:R:1 method="wB97M-V/def2-TZVPD" total_charge=-1 lumo_energy_ev=3.93 total_energy_ha=-912.680458 orbital_gap_ha=0.2466 e_above_lowest_kcal_mol=43.5 homo_ev=-2.8
O 1.139 -1.354 1.257 -0.7 -1.5 1.3 -0.621
H 0.509 -2.126 1.397 1.6 1.3 0.3 0.255
C 0.393 1.017 0.080 1.8 -1.6 0.1 -0.777
S 0.110 -0.775 -0.103 0.3 -1.0 -0.6 -0.028
S -1.309 -0.411 -1.930 -2.7 1.1 1.0 -0.626
H 1.121 1.219 -0.713 -0.9 0.7 -0.4 0.217
H -0.631 1.342 -0.004 0.4 1.3 0.2 0.273
H 1.047 1.168 0.967 -1.3 0.0 0.1 0.261
H -2.378 -0.080 -0.952 1.6 -0.5 -2.0 0.044



9
Properties=species:S:1:pos:R:3:forces:R:3:mulliken_charge:R:1 method="wB97M-V/def2-TZVPD" total_charge=-1 lumo_energy_ev=3.18 total_energy_ha=-912.708207 orbital_gap_ha=0.2172 e_above_lowest_kcal_mol=26.1 homo_ev=-2.7
O 1.845 -1.771 1.137 0.3 -0.3 0.0 -0.492
H 2.184 -0.875 1.048 -0.3 0.2 0.0 0.327
C -0.211 -0.225 0.255 0.4 0.5 0.5 -0.772
S 0.179 -1.850 0.917 0.1 -0.1 -0.4 0.054
S -1.133 2.580 -1.680 0.5 0.4 0.2 -0.858
H -0.970 -0.223 -0.520 -0.3 -0.2 0.2 0.212
H 0.605 0.301 -0.248 0.3 -0.4 0.0 0.274
H -0.467 0.388 1.114 -0.4 0.3 -0.3 0.346
H -2.031 1.674 -2.022 -0.4 -0.4 -0.2 -0.090